{
  "formula": "C42H61BN7O8RbS5",
  "method": "wB97M-V/def2-TZVPD",
  "total_charge": -2,
  "homo_ev": [-1.631, -1.631],
  "spin_multiplicity": 1,
  "mol_weight_g_mol": 1048.61,
  "max_force_ev_per_a": 2.55,
  "gap_ev": [4.95, 4.95],
  "relative_energy_kj_mol": 0.0,
  "species": ["Rb", "S", "S", "S", "S", "S", "O", "O", "O", "O", "O", "O", "O", "O", "N", "N", "N", "N", "N", "N", "N", "C", "C", "C", "C", "C", "C", "C", "C", "C", "C", "C", "C", "C", "C", "C", "C", "C", "C", "C", "C", "C", "C", "C", "C", "C", "C", "C", "C", "C", "C", "C", "C", "C", "C", "C", "C", "C", "C", "C", "C", "C", "C", "B", "H", "H", "H", "H", "H", "H", "H", "H", "H", "H", "H", "H", "H", "H", "H", "H", "H", "H", "H", "H", "H", "H", "H", "H", "H", "H", "H", "H", "H", "H", "H", "H", "H", "H", "H", "H", "H", "H", "H", "H", "H", "H", "H", "H", "H", "H", "H", "H", "H", "H", "H", "H", "H", "H", "H", "H", "H", "H", "H", "H", "H"],
  "coordinates": [[-0.63737, 1.50841, -1.67064], [2.88125, 5.48405, -2.81734], [-4.65495, -1.04449, -3.38943], [3.25570, -0.79228, -3.14002], [-3.92097, 2.53433, 0.39993], [-1.75449, -2.27930, -1.39377], [-2.22261, -0.24909, 1.46541], [-0.12143, 1.20027, 3.07878], [1.98680, -1.22931, 0.83276], [2.86120, -0.29616, -1.80400], [1.88235, 1.71927, 2.10476], [-0.20195, -0.42536, -3.97757], [-0.83795, -1.21686, -0.86838], [-3.85133, 3.23188, -0.93212], [4.98161, 1.84102, -1.49115], [0.81126, 3.76267, -3.34903], [-5.81938, 0.47104, -1.55302], [5.56173, 2.93788, -2.24150], [0.27753, 5.82019, -2.61520], [-4.74740, -1.19977, -0.68208], [1.71546, 2.79749, -3.69974], [-0.71175, 0.42164, -4.80669], [-0.09845, 1.68171, -5.03855], [0.13442, -3.65595, -2.98517], [2.03174, 0.72173, 6.03380], [5.07375, -2.77884, -3.75066], [-1.82616, -6.02203, 0.21074], [6.14141, -2.87971, -1.20369], [-0.62493, -6.02765, 0.87540], [6.13256, -3.64226, -3.44788], [-4.86551, 3.69979, 1.44480], [-2.47896, 2.76119, 1.46266], [2.10102, 1.40891, 3.39776], [1.26345, 1.88032, -4.45180], [-6.08469, 1.64220, -2.33120], [5.10219, -2.00024, -1.49585], [-1.12876, -2.87346, -3.00967], [2.07814, 0.32179, 7.55159], [2.18908, 1.63108, 8.33775], [-3.13374, 2.59199, 2.83529], [-0.78766, 2.65209, -5.77518], [4.53970, -1.98213, -2.78060], [-5.59133, -0.82315, 0.43211], [3.26769, -0.59801, 7.90498], [-1.92232, 0.10161, -5.44977], [-4.23321, 3.71026, 2.87652], [3.29144, 1.34489, 4.05848], [0.19666, -4.88554, 0.93702], [-2.50072, 1.00782, -6.28553], [1.26736, 4.91333, -2.94430], [-1.33642, -3.73236, -0.46018], [-5.06600, -0.55810, -1.85064], [0.82860, 0.78472, 5.32070], [-2.15090, -4.85558, -0.50409], [-1.98712, 2.31024, -6.40478], [2.06498, -2.04724, -3.70585], [0.90851, 1.12716, 3.99479], [1.44491, -2.89557, -2.62649], [6.65735, -3.72273, -2.15657], [3.24280, 0.97156, 5.42963], [-6.34988, 0.38904, -0.17780], [0.84255, -0.41618, 8.03425], [-0.17505, -3.70616, 0.28313], [0.51227, 1.54513, 1.79433], [0.55891, 6.46063, -1.90737], [-7.15757, 1.67952, -2.61151], [-5.85270, 2.58023, -1.74171], [1.29712, 2.23490, 8.17280], [4.87057, 3.43435, -2.77478], [-7.38182, 0.16757, -0.19365], [0.98352, -0.71875, 9.06789], [7.43267, -4.43312, -1.98810], [-2.44337, -6.90265, 0.13715], [1.18398, -2.17599, -1.83606], [2.32483, -1.00848, -0.04078], [1.16451, -4.91223, 1.50768], [-2.48115, 3.09729, -6.93658], [-3.70193, 4.63170, 3.03584], [-4.88664, 4.66700, 0.90824], [1.23867, -1.48040, -4.11620], [3.27452, -1.51150, 7.38750], [-1.68243, 2.01986, 1.26282], [4.18214, -0.01651, 7.91437], [-5.87436, 3.34282, 1.53771], [1.98853, 1.12389, -4.64189], [3.07817, -0.86537, 8.94670], [-2.05313, 3.76541, 1.35187], [4.94117, 2.16424, -0.51457], [-2.43955, -0.82094, -5.21373], [1.35202, -0.51796, 1.02196], [-4.92607, -0.59664, 1.25105], [-3.02403, -4.82194, -1.18874], [-3.57177, 1.57857, 2.75900], [-1.55851, -0.62130, 0.87443], [-0.26986, -6.90716, 1.43564], [-0.40451, 3.63980, -5.89586], [-6.17025, 1.36814, 0.32840], [4.72794, -2.75169, -4.77010], [4.23421, 1.61608, 3.59852], [-1.07302, -1.90178, -3.58013], [-3.45503, 0.80176, -6.75684], [0.09230, -4.48775, -2.26049], [-2.03319, -3.37580, -3.39484], [2.24738, 1.50310, 9.40596], [6.28484, 2.56907, -2.85645], [-0.56318, 5.35371, -2.34741], [3.03534, 2.21898, 8.01024], [0.23599, -4.08473, -3.96054], [2.49594, -2.57891, -4.55586], [6.48765, -2.93002, -0.18692], [-6.28292, -1.60889, 0.81215], [-0.12687, 0.57364, 5.72709], [0.53827, -2.86224, 0.20810], [-4.97876, 3.54436, 3.63843], [2.17947, -3.60717, -2.18338], [4.16928, 0.81972, 5.98272], [-1.70399, 0.13753, 2.17979], [4.72966, -1.18798, -0.85595], [6.50938, -4.28735, -4.24275], [-5.45622, 1.63442, -3.21677], [0.71039, -1.27570, 7.41257], [-4.29876, -2.11429, -0.70002], [4.02628, 1.68206, -1.85946], [-2.39310, 2.65202, 3.60927], [-0.03506, 0.20968, 8.01413]],
  "mulliken_charge": [0.452, -0.609, -0.363, 0.285, 1.035, 0.571, -0.284, -0.368, -0.648, -0.119, -0.622, -0.567, -0.277, -0.874, -0.247, -0.169, 0.056, -0.619, -0.560, 0.317, 0.048, -0.047, 0.660, -1.042, 0.534, -0.278, -0.910, -0.656, -0.344, -0.566, -0.811, 0.351, 0.955, -0.812, -0.768, -0.328, 0.355, 2.222, -1.734, -0.512, -0.485, 0.215, -0.424, -1.954, -0.789, -0.741, -1.554, -0.832, -0.632, 0.127, 0.165, 0.093, -1.136, -0.007, -0.884, -0.092, 0.339, 0.162, -0.500, -0.462, -0.004, -2.144, -0.108, 0.041, 0.217, 0.293, 0.174, 0.388, 0.242, 0.520, 0.512, 0.408, 0.403, -0.485, 0.197, 0.393, 0.375, 0.320, 0.374, 0.035, 0.408, -1.087, 0.446, 0.355, 0.431, 0.515, 0.509, 0.258, 0.337, 0.194, 0.084, 0.339, 0.201, 0.095, 0.327, 0.517, -0.385, 0.372, 0.468, -0.600, 0.349, 0.259, 0.688, 0.431, 0.192, 0.252, 0.412, 0.591, 0.450, 0.388, 0.274, 0.520, 0.396, 0.370, 0.511, 0.207, 0.283, 0.266, 0.335, 0.277, 0.478, 0.078, 0.130, 0.284, 0.327]
}